DFT (ωB97M-V with the def2-TZVPD basis set) results for C25H22Br2CrN7OS as an isolated structure.

The geometry in XYZ format:
```
59
Properties=species:S:1:pos:R:3:forces:R:3:lowdin_charge:R:1
Cr 1.177323 -0.357136 0.281966 0.27 -0.33 -0.35 0.6954
C 1.355435 5.174688 -1.547045 0.00 0.03 -0.02 -0.0302
C 1.539998 4.157692 -0.460102 0.02 -0.04 0.03 -0.2271
C 1.867516 4.513875 0.844483 0.00 0.00 -0.01 0.0100
C 2.014263 3.549928 1.833152 0.01 -0.04 -0.05 -0.0583
C 1.823260 2.246024 1.439266 -0.03 0.03 -0.03 -0.6752
Br 1.926035 0.776783 2.655567 0.03 0.03 0.08 0.9012
N 1.528460 1.862328 0.210902 -0.12 0.18 0.05 -0.0400
C 1.381620 2.802122 -0.725263 0.08 0.01 0.04 -0.0441
H 1.565808 6.178508 -1.184570 0.00 0.00 0.00 0.0838
H 0.331694 5.158143 -1.921773 0.00 0.00 0.00 0.0931
H 2.018315 4.970902 -2.387836 0.00 0.00 -0.01 0.0918
H 2.005621 5.557549 1.096933 0.00 0.01 0.00 0.1290
H 2.260889 3.803630 2.852819 -0.01 0.00 0.01 0.1183
H 1.133829 2.443501 -1.717093 -0.02 -0.01 -0.01 0.1389
Br -5.667221 2.885216 1.776600 0.00 0.01 0.00 0.7535
C -5.621896 1.206766 0.910497 0.01 -0.03 -0.02 -0.6927
C -6.277211 0.125766 1.477864 0.02 0.03 -0.01 -0.1128
C -6.232518 -1.099647 0.833262 0.06 -0.03 0.00 -0.0257
C -5.498186 -1.251517 -0.336075 -0.04 -0.04 0.01 -0.2781
C -4.880887 -0.150273 -0.920164 -0.05 0.06 -0.05 -0.0203
C -4.948288 1.082974 -0.296943 -0.02 0.04 0.04 -0.1122
N -5.550050 -2.553986 -0.941062 -0.09 0.04 -0.10 0.0837
N -4.574638 -3.076461 -1.492665 0.08 -0.05 0.16 0.0890
C -3.271787 -2.474393 -1.441967 0.06 -0.06 -0.09 -0.2438
C -2.612000 -2.289682 -2.628014 -0.06 0.04 0.05 -0.0129
C -1.350188 -1.671478 -2.689978 0.00 0.02 0.11 0.0152
C -0.713160 -1.278733 -1.534263 -0.11 -0.06 -0.04 -0.3232
O 0.470948 -0.677101 -1.500886 0.10 0.02 0.07 -0.2345
C -1.347039 -1.570474 -0.288852 0.06 0.03 -0.02 -0.1329
N -0.633321 -1.243098 0.832604 -0.12 0.10 0.17 0.0041
C -1.138225 -1.517553 2.017947 -0.03 -0.05 -0.07 -0.1000
C -2.370292 -2.167664 2.178055 0.01 0.01 -0.07 -0.0144
C -3.097975 -2.498262 1.067695 -0.03 0.03 0.06 0.0286
C -2.613360 -2.174076 -0.219014 0.03 -0.14 -0.03 -0.0943
H -6.832525 0.244557 2.397410 0.01 0.00 0.01 0.1062
H -6.763423 -1.953798 1.233838 0.00 0.00 -0.01 0.1212
H -4.365624 -0.243100 -1.866234 -0.02 0.01 0.03 0.1189
H -4.484157 1.948545 -0.748415 0.00 0.01 0.00 0.1031
H -3.107738 -2.593685 -3.541194 0.00 0.00 -0.01 0.1244
H -0.876701 -1.499666 -3.647160 0.02 0.02 0.00 0.1204
H -0.548794 -1.235191 2.881545 0.00 0.02 0.00 0.1007
H -2.722450 -2.403452 3.171312 -0.01 0.00 0.01 0.1165
H -4.038758 -3.020868 1.173717 -0.01 0.00 -0.01 0.1217
C 7.091734 -0.487003 1.563961 0.01 0.02 0.00 -0.0889
C 6.356477 -1.807577 1.338006 0.00 -0.03 -0.01 -0.2380
C 5.186358 -1.639718 0.421119 0.02 0.02 0.05 -0.6009
N 4.077168 -1.095926 0.761870 0.01 -0.04 -0.02 0.0066
N 3.171175 -1.012744 -0.272362 -0.05 0.02 0.12 -0.1046
C 3.629522 -1.509330 -1.401401 -0.06 0.05 -0.08 -0.6763
N 2.929964 -1.511734 -2.544662 -0.02 0.01 0.05 0.1269
S 5.237870 -2.118783 -1.255531 0.00 0.02 -0.01 1.1416
H 7.940502 -0.634974 2.229578 0.00 0.00 0.01 0.0781
H 6.424664 0.247817 2.012968 0.00 0.00 0.00 0.0738
H 7.465557 -0.079752 0.624004 0.00 0.00 0.00 0.0786
H 5.982587 -2.203176 2.282964 0.01 0.01 0.00 0.1180
H 7.036274 -2.552982 0.923382 -0.01 -0.01 0.01 0.1058
H 1.942936 -1.258838 -2.474708 0.02 -0.01 -0.02 0.0749
H 3.264609 -2.023482 -3.340056 -0.01 0.00 0.00 0.1082
```
Forces are in eV/Å.

Output
ΔE to the lowest compared entry with this formula, charge and spin = 27.34 kJ/mol
spin multiplicity = 5
E_LUMO (spin up / spin down) = -2.718 / -2.864 eV
net charge = +1
gap between HOMO and LUMO (spin up / spin down) = 7.323 / 7.307 eV
⟨S²⟩ = 6.0155

DFT (ωB97M-V with the def2-TZVPD basis set) results for C25H22CaN14O5SSe2 as an isolated structure.

The geometry in XYZ format:
```
70
Properties=species:S:1:pos:R:3:forces:R:3:lowdin_charge:R:1
Ca 1.420610 -1.523927 -0.435278 -0.31 -0.54 1.32 1.3351
Se 0.872787 -4.234312 -2.793028 -0.15 -0.48 0.21 0.7705
Se 0.704616 -6.267400 -1.513077 0.03 0.21 -0.09 0.6126
C 2.313568 -6.151182 -0.470649 0.25 0.31 0.00 -0.6989
C 2.646645 -7.283642 0.277524 -0.18 -0.11 0.00 -0.1467
C 3.803615 -7.276877 1.020996 -0.03 -0.16 0.09 -0.0985
C 4.619884 -6.157123 1.000142 0.06 0.07 0.05 -0.0943
C 4.218364 -5.088928 0.226755 -0.37 0.17 -0.23 -0.1491
N 3.089629 -5.071578 -0.500067 -0.03 -0.22 0.11 0.0412
C -0.960000 -3.639112 -2.485059 0.12 -0.12 0.17 -0.6321
C -1.721214 -3.205135 -3.566780 0.08 0.07 -0.10 -0.1036
C -2.945604 -2.618567 -3.303973 0.06 -0.03 -0.04 -0.0817
C -3.386751 -2.515811 -1.990849 -0.02 -0.01 -0.05 -0.0855
C -2.578241 -3.033545 -0.995878 0.25 -0.16 0.01 -0.1413
N -1.385615 -3.585785 -1.235974 -0.09 0.23 0.05 0.0443
H 1.986073 -8.142868 0.273919 0.03 0.03 0.02 0.0863
H 4.065403 -8.136094 1.626278 0.00 -0.03 0.01 0.0962
H 5.525940 -6.103450 1.588922 0.00 0.01 -0.03 0.0910
H 4.819164 -4.186883 0.179816 -0.04 0.03 -0.01 0.1056
H -1.323748 -3.280532 -4.570256 -0.02 0.04 0.07 0.1007
H -3.546172 -2.231925 -4.117545 -0.02 0.01 -0.04 0.0967
H -4.327539 -2.038529 -1.742623 0.04 -0.04 -0.02 0.0902
H -2.877816 -2.994302 0.046623 0.04 0.00 -0.01 0.1051
O 1.677518 0.192990 -3.751993 -0.03 -0.08 0.18 -0.3474
S 1.425350 -1.059223 -3.064491 0.10 0.20 -1.52 0.2306
O 1.114187 -2.154251 -4.021335 -0.05 0.36 0.13 -0.5215
O 2.597644 -1.479600 -2.207183 -0.09 0.34 -1.02 -0.5473
O 0.251992 -0.925794 -2.108426 0.00 0.18 -0.90 -0.5575
N 3.114614 -1.822957 2.610812 -0.36 0.16 -0.45 0.1106
C 2.162443 -2.834877 2.371764 0.23 0.61 0.16 -0.5336
N 2.132445 -3.931453 3.093566 -0.19 -0.46 0.10 0.0036
N 1.084557 -4.630767 2.578780 0.12 0.30 -0.11 -0.1101
N 0.537748 -3.975639 1.614156 0.40 0.25 0.17 -0.0867
N 1.212014 -2.790442 1.441323 -0.21 -1.01 0.83 -0.1345
C 2.863345 -0.484803 2.258376 -0.01 -0.19 0.12 -0.5053
N 3.094174 0.519986 3.080638 0.00 0.48 0.12 0.0152
N 2.766410 1.625419 2.361939 0.03 -0.52 -0.03 -0.1047
N 2.363303 1.281549 1.182424 0.12 -0.45 0.13 -0.0712
N 2.415232 -0.070668 1.071085 0.23 0.59 0.50 -0.0959
H 3.511733 -1.900211 3.531663 0.02 0.00 0.09 0.1092
C -5.415410 4.721529 -0.596675 0.09 0.01 0.03 -0.0628
C -4.066119 5.107314 -0.037508 -0.03 0.02 -0.01 -0.2891
C -3.292751 6.106377 -0.615941 0.09 0.03 0.03 -0.0575
C -2.024642 6.413209 -0.129554 -0.11 0.04 -0.14 -0.0314
C -1.501676 5.730978 0.960290 0.25 0.12 0.24 -0.2575
N -0.211278 6.065287 1.429799 -0.29 -0.04 -0.20 0.1308
C 0.760479 5.335232 2.110003 0.03 -0.29 -0.01 -0.5436
O 1.621786 5.938598 2.733135 -0.07 -0.03 -0.07 0.0322
N 0.707528 3.972387 2.032312 -0.72 0.25 -0.49 0.1523
C 0.112396 3.229555 0.954380 0.36 0.27 0.30 -0.2922
C 0.348240 3.548325 -0.366989 0.19 0.16 -0.10 -0.0209
C -0.131149 2.703954 -1.345125 0.00 -0.01 -0.29 -0.0384
C -0.840434 1.573928 -0.972177 -0.32 -0.11 0.46 -0.1461
N -1.112953 1.276057 0.307036 0.30 0.25 -0.05 0.0836
C -0.623850 2.097530 1.240482 -0.22 -0.35 -0.12 -0.1317
C -2.293536 4.773196 1.586593 -0.12 -0.06 0.14 -0.0259
C -3.542861 4.457917 1.079086 0.01 -0.03 0.05 -0.0352
H -5.758688 5.449692 -1.333874 0.02 -0.02 0.03 0.0662
H -6.169598 4.655466 0.192095 0.05 0.01 -0.03 0.0721
H -5.372717 3.745130 -1.087134 0.02 0.05 0.02 0.0806
H -3.672960 6.644231 -1.479468 0.03 -0.02 0.04 0.1028
H -1.427410 7.181733 -0.610936 -0.03 -0.07 -0.02 0.1079
H 0.081659 7.019625 1.325158 -0.07 0.14 0.03 0.1358
H 1.490960 3.508532 2.460019 0.47 -0.34 0.32 0.0979
H 0.940794 4.423002 -0.617306 -0.03 -0.09 0.01 0.1241
H 0.080120 2.878614 -2.392955 0.00 -0.02 0.05 0.1084
H -1.187420 0.862882 -1.710048 0.03 0.06 -0.01 0.0895
H -0.807105 1.833244 2.279460 0.01 -0.02 -0.06 0.1178
H -1.924934 4.273942 2.475136 -0.01 0.01 -0.11 0.1162
H -4.124780 3.680779 1.567671 0.05 0.06 -0.04 0.1165
```
Forces are in eV/Å.

Output
ΔE to the lowest compared entry with this formula, charge and spin = 107.26 kJ/mol
spin multiplicity = 1
E_LUMO = 3.830 eV
net charge = -2
gap between HOMO and LUMO = 6.739 eV

DFT (ωB97M-V with the def2-TZVPD basis set) results for C25H22CoN2O2S3 as an isolated structure.

The geometry in XYZ format:
```
55
Properties=species:S:1:pos:R:3:forces:R:3:lowdin_charge:R:1
Co -0.792600 0.678300 1.435500 0.84 -0.35 0.03 -0.0104
S 1.179200 1.850500 1.128100 -0.14 0.38 -0.15 0.7779
C 0.442300 3.258900 0.481600 1.26 -0.67 0.20 -0.5731
N 1.193400 4.210900 -0.153200 -0.58 -0.29 0.20 -0.1182
C 0.630500 5.535200 -0.085500 -0.39 0.35 -0.12 -0.1104
C -0.770600 5.499600 -0.682800 0.55 0.28 -0.20 -0.1091
N -1.572600 4.526700 0.018200 0.57 -0.80 0.64 -0.0020
C -3.016900 4.656700 -0.057100 -0.47 0.00 -0.01 -0.0664
C -3.500900 4.600000 -1.488600 -0.10 0.03 0.06 -0.2004
C -4.035500 3.427400 -2.005700 -0.05 0.01 0.03 -0.0432
C -4.439200 3.366200 -3.328300 -0.01 -0.06 -0.08 -0.0694
C -4.324400 4.477200 -4.145200 -0.02 0.03 -0.06 -0.0831
C -3.823600 5.659800 -3.627900 0.07 0.08 -0.06 -0.0775
C -3.415300 5.719900 -2.307000 -0.08 0.00 -0.03 -0.0592
C -0.930100 3.474000 0.609200 -1.01 0.83 -0.22 -0.3084
S -1.959800 1.013600 -0.623100 0.10 -0.46 -0.11 1.0347
C 2.625300 4.067600 -0.309300 0.30 -0.18 -0.04 -0.1509
C 3.114200 4.825800 -1.513400 0.10 0.03 0.05 -0.2334
C 2.697500 4.461600 -2.788800 -0.01 0.06 0.05 -0.0335
C 3.119700 5.182300 -3.892400 -0.05 -0.07 -0.02 -0.0765
C 3.969000 6.265000 -3.731800 0.07 0.13 -0.06 -0.0884
C 4.402400 6.621800 -2.466700 0.09 0.09 -0.07 -0.0805
C 3.979600 5.900500 -1.364200 -0.07 -0.08 0.08 -0.0500
H 1.264500 6.221100 -0.646400 -0.12 0.02 0.03 0.1300
H 0.558100 5.872800 0.959500 0.15 0.04 -0.09 0.1455
H -0.712600 5.259900 -1.751000 -0.04 0.08 0.07 0.1422
H -1.237000 6.481800 -0.567500 -0.01 -0.08 -0.03 0.1301
H -3.300000 5.621000 0.386400 0.07 -0.15 0.02 0.1429
H -3.485100 3.857300 0.519600 0.09 0.19 0.04 0.1268
H -4.147500 2.560100 -1.371800 0.00 -0.03 0.08 0.0814
H -4.842700 2.448100 -3.729200 -0.06 -0.09 0.01 0.1037
H -4.637800 4.427400 -5.177500 -0.03 -0.01 -0.07 0.1036
H -3.746200 6.537700 -4.252600 -0.02 0.06 -0.05 0.1038
H -3.040900 6.654400 -1.912100 0.00 0.07 0.04 0.1057
H 2.829700 3.000900 -0.432100 0.01 0.14 0.10 0.0902
H 3.153600 4.411700 0.590900 -0.05 -0.10 -0.04 0.1350
H 2.042200 3.611000 -2.910100 -0.11 -0.08 -0.02 0.1200
H 2.790000 4.899100 -4.880700 -0.03 -0.05 -0.08 0.1039
H 4.297400 6.828400 -4.593400 0.01 0.03 -0.05 0.1025
H 5.067400 7.463300 -2.334400 0.05 0.04 -0.02 0.1040
H 4.327200 6.169400 -0.375800 -0.01 0.05 0.09 0.1127
O -3.506300 1.400100 1.554800 0.17 0.57 0.14 0.0735
C -2.442300 1.633900 1.049000 -1.68 -1.06 -0.48 -0.8703
O -1.666100 2.721300 1.478400 0.55 1.27 0.23 -0.0280
C -3.009600 -0.430000 -0.520700 0.28 0.18 -0.05 -0.5078
C -4.073200 -0.526100 -1.401200 -0.15 0.00 0.00 -0.1113
C -4.960300 -1.581900 -1.305600 -0.04 0.05 -0.17 -0.0915
C -4.760300 -2.560700 -0.340600 -0.01 0.03 -0.10 -0.0833
C -3.679900 -2.484800 0.511600 -0.01 0.05 -0.09 -0.1181
C -2.781800 -1.416600 0.445100 0.15 0.07 0.06 -0.6568
S -1.473500 -1.377100 1.596900 0.06 -0.52 0.40 0.6558
H -4.205200 0.237800 -2.152200 -0.09 0.10 -0.09 0.0873
H -5.804100 -1.631300 -1.977600 -0.05 -0.05 -0.05 0.0985
H -5.452800 -3.385500 -0.262200 -0.06 -0.08 0.03 0.1024
H -3.507300 -3.241700 1.261700 -0.03 -0.07 0.05 0.0970
```
Forces are in eV/Å.

Output
spin multiplicity = 4
E_LUMO (spin up / spin down) = 0.293 / -1.513 eV
net charge = 0
gap between HOMO and LUMO (spin up / spin down) = 7.486 / 5.907 eV
⟨S²⟩ = 3.8207